Record 1
DFT (the ωB97M-V functional and the def2-TZVPD basis) results for a molecular structure, C28H35N8O5RbS.

```
78
Properties=species:S:1:pos:R:3:forces:R:3:lowdin_charge:R:1
Rb -0.568 -0.433 1.353 0.0038 -0.0365 -0.0556 0.759
C -4.133 1.114 -0.435 0.0092 -0.0051 0.0205 -0.165
C -4.515 0.823 1.020 -0.0056 0.0018 -0.0074 -0.212
N -3.586 -0.035 1.741 0.0317 0.0213 0.0157 -0.079
C -4.080 -1.349 2.085 -0.0209 0.0003 -0.0166 -0.227
C -3.986 -2.347 0.938 -0.0050 -0.0220 0.0054 -0.236
N -2.611 -2.724 0.658 0.0059 -0.0183 0.0004 -0.095
C -2.473 -3.668 -0.441 0.0092 0.0130 0.0095 -0.240
C -2.513 -3.025 -1.829 0.0109 -0.0036 -0.0015 -0.174
C -1.178 -2.455 -2.314 -0.0186 0.0072 0.0083 -0.250
N -0.883 -1.129 -1.796 -0.0007 -0.0167 -0.0200 -0.073
C -1.485 -0.061 -2.571 0.0050 -0.0229 -0.0327 -0.229
C -1.136 1.314 -2.017 0.0006 0.0170 -0.0194 -0.217
N -1.652 1.571 -0.692 -0.0254 -0.0187 0.0727 -0.076
C -2.993 2.130 -0.625 -0.0119 0.0001 -0.0139 -0.197
H -5.026 1.510 -0.932 -0.0033 0.0009 -0.0042 0.102
H -3.874 0.175 -0.931 -0.0025 0.0002 -0.0051 0.082
H -5.516 0.365 1.030 -0.0016 0.0037 0.0023 0.107
H -4.607 1.775 1.552 0.0029 0.0020 -0.0058 0.122
H -3.219 0.416 2.571 -0.0248 -0.0286 0.0153 0.061
H -5.130 -1.321 2.426 0.0002 0.0044 0.0026 0.110
H -3.490 -1.719 2.930 -0.0005 -0.0040 -0.0003 0.123
H -4.414 -1.895 0.038 -0.0054 0.0041 0.0003 0.104
H -4.611 -3.229 1.173 0.0001 0.0001 -0.0046 0.110
H -2.201 -3.129 1.492 -0.0010 0.0023 0.0025 0.100
H -3.261 -4.442 -0.389 0.0017 -0.0007 0.0014 0.103
H -1.513 -4.178 -0.322 -0.0001 -0.0012 -0.0034 0.091
H -3.283 -2.247 -1.857 -0.0022 0.0007 -0.0020 0.093
H -2.829 -3.793 -2.543 0.0020 -0.0031 0.0025 0.102
H -1.183 -2.449 -3.420 0.0044 0.0024 -0.0011 0.104
H -0.372 -3.119 -1.997 -0.0039 -0.0028 0.0001 0.069
H 0.124 -1.008 -1.755 -0.0015 0.0125 0.0261 0.083
H -2.570 -0.199 -2.572 -0.0012 0.0100 0.0066 0.099
H -1.169 -0.096 -3.632 -0.0019 -0.0074 0.0004 0.111
H -1.484 2.071 -2.743 0.0022 0.0002 -0.0041 0.113
H -0.046 1.393 -1.988 0.0071 0.0025 0.0202 0.089
H -1.010 2.133 -0.142 0.0025 0.0390 0.0133 0.063
H -3.196 2.711 -1.540 -0.0009 -0.0017 -0.0001 0.106
H -3.019 2.846 0.201 -0.0027 0.0038 -0.0013 0.114
O -3.632 5.054 3.596 0.0004 -0.0022 -0.0153 0.040
C -2.871 4.120 3.386 0.0242 -0.0190 0.0207 -0.315
C -2.904 2.781 4.063 -0.0090 0.0303 -0.0099 -0.337
O -3.733 2.412 4.892 0.0030 0.0045 -0.0193 0.025
C -1.799 1.980 3.506 -0.0250 -0.0311 -0.0053 -0.375
C -1.112 2.771 2.504 0.0019 0.0339 -0.0477 -0.351
O -0.152 2.376 1.794 0.0698 -0.0082 -0.0204 -0.130
C -1.763 4.079 2.382 -0.0341 0.0486 0.0293 -0.343
O -1.475 4.963 1.573 -0.0093 -0.0265 0.0095 0.018
O -1.549 0.780 3.782 -0.0150 0.0291 0.0460 -0.123
S 1.368 -3.328 0.301 -0.0091 0.0216 -0.0023 0.462
C 2.676 -2.301 0.679 0.0249 -0.0527 0.0139 -0.964
N 3.767 -2.649 1.274 -0.0123 0.0364 0.0135 -0.001
N 4.665 -1.545 1.479 0.0031 -0.0208 -0.0226 -0.027
C 5.823 -1.547 0.723 0.0073 0.0142 -0.0007 -0.276
C 6.966 -0.884 1.193 -0.0111 0.0008 0.0091 -0.053
C 8.114 -0.825 0.427 0.0118 -0.0002 -0.0154 -0.127
C 8.163 -1.426 -0.827 -0.0066 0.0070 0.0148 -0.140
C 7.033 -2.085 -1.292 0.0026 -0.0043 -0.0030 -0.111
C 5.872 -2.152 -0.538 0.0024 -0.0022 -0.0104 -0.036
N 2.409 -0.919 0.362 0.0093 0.0429 -0.0422 -0.026
N 2.877 -0.538 -0.714 -0.0205 -0.0110 0.0089 0.082
C 2.551 0.821 -1.052 0.0286 -0.0253 0.0350 -0.254
C 2.001 1.741 -0.165 -0.0162 0.0380 0.0148 -0.037
C 1.678 3.016 -0.609 0.0190 -0.0049 -0.0125 -0.070
C 1.929 3.376 -1.928 0.0134 0.0030 0.0077 -0.093
C 2.501 2.462 -2.805 -0.0131 -0.0005 -0.0033 -0.106
C 2.812 1.184 -2.367 -0.0056 0.0091 -0.0059 -0.049
H 4.851 -1.452 2.467 -0.0060 -0.0018 -0.0019 0.119
H 6.934 -0.407 2.167 0.0046 0.0008 -0.0011 0.101
H 8.983 -0.302 0.812 0.0002 0.0011 0.0005 0.089
H 9.063 -1.377 -1.428 0.0006 0.0012 -0.0013 0.081
H 7.050 -2.558 -2.268 -0.0010 0.0009 -0.0001 0.092
H 4.994 -2.660 -0.908 0.0033 0.0004 0.0004 0.096
H 1.795 1.489 0.865 0.0083 -0.0755 -0.0011 0.086
H 1.196 3.694 0.085 -0.0003 0.0047 -0.0088 0.108
H 1.667 4.369 -2.273 -0.0047 -0.0004 -0.0007 0.098
H 2.693 2.742 -3.835 0.0039 0.0017 0.0007 0.091
H 3.251 0.446 -3.028 -0.0011 0.0002 -0.0003 0.104
```
Forces are in eV/Å.

Output
E_HOMO = -1.15 eV
energy above the lowest of the compared OMol25 structures with the same formula, charge and spin = 0.316 eV
charge = -2
gap between HOMO and LUMO = 0.17640 Eh
LUMO = 0.13408 hartree
multiplicity = 1
M = 681.174 g mol⁻¹


Record 2
DFT (the ωB97M-V functional and the def2-TZVPD basis) results for a molecular structure, C28H36As2O2PdS6Si.

```
76
Properties=species:S:1:pos:R:3:forces:R:3:lowdin_charge:R:1
Pd 1.839 0.136 0.460 0.1965 -0.1025 0.3964 -0.029
O -0.134 -2.553 -0.134 -0.3693 0.1562 -0.1786 -0.479
As -1.450 -2.083 -0.996 0.5263 -0.1292 0.2348 1.157
C -3.061 -2.646 -0.097 -0.0649 -0.0545 0.0516 -0.290
C -4.191 -3.109 -0.759 -0.0381 0.0100 0.0715 -0.111
C -5.302 -3.515 -0.029 0.0417 0.0145 -0.0186 -0.102
C -5.277 -3.452 1.358 -0.0178 -0.0209 -0.0028 -0.107
C -4.147 -2.986 2.018 0.0266 0.0069 -0.0015 -0.084
C -3.034 -2.587 1.293 -0.0714 -0.0050 -0.0160 -0.074
C -1.711 -0.242 -1.445 -0.0704 -0.0390 -0.1137 -0.304
C -2.906 0.096 -2.091 -0.0020 0.0696 -0.0490 -0.131
C -3.092 1.383 -2.562 0.0890 -0.0310 0.0495 -0.108
C -2.074 2.327 -2.402 -0.0215 -0.0898 -0.0218 -0.093
C -0.908 1.990 -1.740 0.0064 0.0870 -0.0530 -0.076
C -0.723 0.701 -1.241 -0.1682 0.3369 -0.0301 -0.095
C -1.487 -2.999 -2.703 0.1495 -0.0517 -0.0482 -0.285
C -1.459 -4.392 -2.691 -0.0814 0.0294 -0.0380 -0.101
C -1.293 -5.096 -3.873 -0.0218 0.0254 -0.0193 -0.097
C -1.142 -4.410 -5.073 0.0168 -0.0102 0.0274 -0.105
C -1.152 -3.024 -5.086 -0.0203 0.0035 0.0298 -0.088
C -1.319 -2.316 -3.901 -0.0832 -0.0434 -0.0428 -0.078
H -4.202 -3.159 -1.842 -0.0035 -0.0329 -0.0020 0.097
H -6.183 -3.883 -0.541 -0.0043 0.0081 -0.0059 0.093
H -6.142 -3.770 1.927 -0.0062 0.0085 0.0014 0.092
H -4.131 -2.937 3.099 -0.0011 0.0090 0.0003 0.100
H -2.138 -2.231 1.791 0.0203 -0.0136 0.0093 0.110
H -3.685 -0.647 -2.228 -0.0127 0.0058 0.0133 0.091
H -4.022 1.655 -3.046 0.0006 -0.0028 -0.0169 0.090
H -2.211 3.333 -2.780 -0.0039 0.0086 0.0225 0.096
H -0.128 2.717 -1.560 -0.0317 -0.0131 0.0648 0.108
H 0.180 0.525 -0.654 -0.1989 -0.1899 -0.1499 0.009
H -1.554 -4.920 -1.750 0.0359 -0.0062 0.0090 0.108
H -1.263 -6.179 -3.859 -0.0123 -0.0011 0.0011 0.095
H -0.995 -4.959 -5.995 -0.0085 -0.0030 -0.0024 0.093
H -1.013 -2.488 -6.017 0.0031 0.0050 0.0008 0.098
H -1.311 -1.233 -3.909 0.0291 0.0041 0.0047 0.102
C 2.872 1.907 4.417 -0.1393 0.1070 0.0625 -0.300
As 2.707 1.255 2.569 0.2985 -0.1551 -0.2281 0.622
C 4.478 0.463 2.459 0.1309 0.0202 -0.0259 -0.275
C 2.926 2.970 1.676 -0.1056 0.0817 -0.0146 -0.273
S 1.191 -0.273 2.751 -0.0232 0.0087 -0.2492 0.045
H 3.764 2.528 4.524 -0.0050 0.0030 -0.0116 0.017
H 2.932 1.035 5.066 0.0030 0.0072 0.0188 0.011
H 1.985 2.488 4.670 -0.0109 -0.0146 0.0071 0.008
H 5.230 1.139 2.872 -0.0073 -0.0009 0.0075 0.030
H 4.707 0.245 1.418 -0.0082 -0.0283 0.0207 -0.017
H 4.454 -0.467 3.025 0.0105 -0.0116 -0.0035 0.025
H 3.902 3.369 1.969 -0.0054 -0.0168 0.0095 0.026
H 2.109 3.620 1.974 -0.0221 -0.0163 -0.0133 0.009
H 2.856 2.805 0.605 0.0051 0.0199 0.0031 -0.005
C 3.773 -2.562 0.268 0.0322 -0.0449 -0.0728 -0.409
S 4.853 -2.411 -1.178 -0.0380 -0.0191 -0.0213 0.759
C 5.342 -0.733 -1.056 -0.1315 -0.0071 0.0281 -1.047
C 4.544 0.352 -1.259 -0.0284 -0.1989 -0.1930 -1.165
S 2.883 0.425 -1.740 0.1549 0.1214 0.3812 0.474
S 5.402 1.868 -1.028 -0.1693 0.2301 -0.0316 0.872
C 6.961 1.279 -0.634 0.1481 0.0954 0.0363 -1.547
S 8.288 2.250 -0.328 -0.0784 -0.0553 -0.0133 0.383
S 6.992 -0.423 -0.587 0.1217 -0.1423 0.0441 0.861
H 3.143 -3.437 0.109 0.0140 0.0081 0.0188 0.029
H 3.113 -1.681 0.332 0.0899 -0.1499 0.0260 -0.042
H 4.359 -2.672 1.179 -0.0177 0.0020 0.0203 0.027
C -2.817 2.464 1.435 -0.1175 -0.0976 -0.0699 -0.185
Si -1.123 3.319 1.544 0.3189 -0.2304 0.0127 0.152
C -1.427 4.985 0.664 -0.0645 0.1064 -0.0742 -0.199
C -0.962 3.811 3.383 0.0078 0.0135 0.0898 -0.195
O 0.101 2.488 0.996 -0.2799 0.4682 0.0235 -0.436
H -3.590 3.042 1.957 -0.0123 -0.0184 -0.0132 0.006
H -2.772 1.466 1.882 0.0110 0.0173 0.0155 0.015
H -3.132 2.345 0.392 0.0332 -0.0189 0.0488 0.000
H -2.226 5.559 1.151 0.0187 -0.0031 -0.0152 0.007
H -1.717 4.829 -0.381 0.0214 -0.0027 0.0215 -0.004
H -0.517 5.595 0.670 -0.0030 -0.0107 0.0062 0.009
H -1.935 3.973 3.862 0.0161 0.0309 -0.0130 0.002
H -0.376 4.730 3.505 0.0286 -0.0345 -0.0092 0.006
H -0.450 3.010 3.924 -0.0252 -0.0123 -0.0066 0.000
```
Forces are in eV/Å.

Output
E_HOMO = -1.03 eV
energy above the lowest of the compared OMol25 structures with the same formula, charge and spin = 1.278 eV
charge = -2
gap between HOMO and LUMO = 0.18259 Eh
LUMO = 0.14492 hartree
multiplicity = 1
M = 881.346 g mol⁻¹


Record 3
DFT (the ωB97M-V functional and the def2-TZVPD basis) results for a molecular structure, C28H36AuN6OP2.

```
74
Properties=species:S:1:pos:R:3:forces:R:3:lowdin_charge:R:1
Au 0.350 1.335 -0.740 0.3126 -0.1088 -0.0318 0.697
C 1.310 5.810 1.087 -0.0137 -0.0419 -0.1230 0.040
C 1.038 4.626 0.177 -0.0744 0.1167 0.4735 -0.144
N 2.051 3.916 -0.068 0.0894 0.1546 -0.2487 0.084
N 3.129 3.502 -0.278 -0.0868 -0.2084 -0.0229 0.287
C 3.583 2.345 0.806 -0.0390 0.0634 -0.0372 -0.303
O 2.754 2.043 1.588 -0.0148 -0.0255 -0.0095 0.129
C 4.944 1.952 0.565 -0.0163 -0.0187 0.0626 -0.199
C 5.512 1.068 1.501 0.0164 0.0006 -0.0088 0.004
C 6.812 0.647 1.330 -0.0217 0.0051 0.0035 -0.025
C 7.546 1.098 0.233 0.0039 0.0035 -0.0044 -0.005
C 6.987 1.972 -0.693 -0.0008 0.0008 -0.0061 -0.028
C 5.687 2.410 -0.533 0.0353 0.0141 -0.0233 -0.014
C -0.312 4.397 -0.395 0.0611 -0.0155 -0.0729 -0.199
C -1.115 5.517 -0.532 -0.0183 0.0139 -0.0360 0.030
C -2.365 5.397 -1.125 -0.0035 -0.0210 -0.0049 0.018
C -2.779 4.149 -1.543 -0.0114 0.0240 0.0201 0.001
C -1.936 3.069 -1.345 0.0316 -0.0651 0.0509 -0.112
N -0.722 3.173 -0.787 0.0165 0.1375 -0.0521 -0.066
H 2.194 5.633 1.694 0.0031 0.0053 -0.0002 0.104
H 0.455 5.979 1.738 0.0026 -0.0276 0.0164 0.109
H 1.482 6.697 0.474 -0.0111 0.0188 0.0148 0.117
H 4.930 0.745 2.354 0.0021 -0.0024 0.0013 0.129
H 7.266 -0.020 2.049 0.0000 -0.0012 -0.0005 0.126
H 8.569 0.769 0.105 0.0003 0.0005 0.0019 0.129
H 7.573 2.317 -1.534 0.0012 0.0005 0.0016 0.126
H 5.260 3.096 -1.249 -0.0092 0.0001 0.0093 0.112
H -0.765 6.485 -0.207 0.0018 0.0014 0.0004 0.129
H -2.992 6.269 -1.255 -0.0017 -0.0016 -0.0039 0.139
H -3.740 3.998 -2.014 -0.0019 0.0027 0.0028 0.131
H -2.239 2.073 -1.636 0.0022 0.0063 -0.0238 0.104
C 1.923 -1.353 0.722 -0.0083 0.0319 0.0154 -0.233
P 1.503 -0.640 -0.886 -0.1393 -0.0013 0.0588 0.715
C 3.080 -0.505 -1.765 0.0153 0.0069 -0.0226 -0.214
C 0.538 -1.878 -1.773 -0.0378 -0.0128 -0.0184 -0.404
C 0.593 -3.228 -1.425 0.0376 -0.0036 -0.0213 -0.098
C -0.106 -4.167 -2.172 0.0160 -0.0092 -0.0020 -0.064
C -0.855 -3.765 -3.269 -0.0042 0.0033 -0.0116 -0.049
C -0.911 -2.423 -3.623 0.0004 -0.0075 0.0052 -0.059
C -0.219 -1.482 -2.877 -0.0340 -0.0121 0.0385 -0.115
H 1.012 -1.651 1.241 0.0085 0.0052 0.0178 0.041
H 2.434 -0.604 1.326 0.0093 0.0100 -0.0055 0.033
H 2.573 -2.219 0.602 0.0050 0.0053 0.0027 0.066
H 3.460 -1.507 -1.968 0.0021 -0.0001 0.0118 0.073
H 3.809 0.032 -1.156 -0.0133 0.0300 -0.0013 0.031
H 2.944 0.019 -2.710 -0.0044 -0.0205 -0.0103 0.059
H 1.189 -3.564 -0.586 -0.0041 0.0066 0.0028 0.103
H -0.049 -5.214 -1.907 -0.0002 -0.0004 -0.0027 0.121
H -1.386 -4.501 -3.858 0.0011 -0.0018 0.0006 0.122
H -1.482 -2.113 -4.488 0.0016 0.0002 -0.0027 0.118
H -0.259 -0.436 -3.164 -0.0013 0.0003 0.0030 0.085
C -5.111 -3.409 0.616 0.0026 0.0025 0.0005 -0.099
N -5.259 -2.308 1.683 -0.0046 -0.0020 -0.0028 -0.069
C -4.589 -2.810 2.975 0.0093 -0.0014 -0.0038 -0.098
N -3.238 -3.163 2.728 -0.0043 -0.0091 0.0136 -0.145
C -3.159 -4.195 1.696 0.0028 -0.0007 0.0000 -0.141
N -3.746 -3.747 0.435 0.0006 -0.0182 -0.0119 -0.141
C -2.966 -2.681 -0.197 0.0002 0.0300 -0.0077 -0.326
P -2.828 -1.145 0.845 -0.1048 -0.0571 0.0092 1.014
C -4.653 -1.013 1.221 -0.0030 -0.0023 0.0117 -0.274
C -2.386 -2.011 2.436 0.0171 -0.0118 -0.0239 -0.321
H -5.561 -3.028 -0.300 0.0010 0.0003 -0.0002 0.148
H -5.680 -4.262 0.985 -0.0013 0.0020 0.0020 0.152
H -6.254 -2.165 1.866 0.0016 -0.0004 0.0032 0.187
H -5.167 -3.677 3.296 -0.0031 0.0017 -0.0006 0.153
H -4.675 -2.012 3.711 -0.0003 0.0016 -0.0020 0.149
H -3.692 -5.082 2.041 -0.0015 0.0010 0.0008 0.147
H -2.116 -4.462 1.533 0.0001 0.0019 -0.0016 0.140
H -3.409 -2.427 -1.162 -0.0139 -0.0018 0.0084 0.097
H -1.962 -3.053 -0.409 0.0084 0.0023 0.0011 0.067
H -5.196 -0.694 0.330 0.0009 0.0013 0.0003 0.100
H -4.820 -0.270 2.002 -0.0074 -0.0018 -0.0007 0.101
H -2.436 -1.300 3.263 -0.0088 -0.0043 0.0038 0.097
H -1.351 -2.353 2.378 0.0032 0.0037 -0.0064 0.084
```
Forces are in eV/Å.

Output
E_HOMO = -16.17 eV
energy above the lowest of the compared OMol25 structures with the same formula, charge and spin = 0.142 eV
charge = +3
gap between HOMO and LUMO = 0.25660 Eh
LUMO = -0.33770 hartree
multiplicity = 1
M = 731.552 g mol⁻¹


Q: The highest M belongs to which entry?
A: C28H36As2O2PdS6Si